14
Properties=species:S:1:pos:R:3:forces:R:3:lowdin_charge:R:1 method="wB97M-V/def2-TZVPD" homo_ha="-0.3227 / -0.3227" gap_ev="9.07 / 9.07" e_lumo_ev="0.29 / 0.29" e_above_lowest_ev=2.186
C 1.20112 0.28213 0.68351 0.968 -1.893 -1.898 -0.91
C 2.48280 -0.57616 0.50603 2.682 2.990 2.761 -0.13
C -2.08144 -0.28477 -1.15145 0.478 -2.770 0.063 -0.21
C -1.65955 0.61827 -0.11819 4.239 2.810 1.096 -0.72
N 0.14870 -0.29470 0.34579 -3.006 1.481 -0.863 0.07
Cl 1.57454 1.93475 1.03907 -0.369 0.735 0.215 0.63
Br -2.51565 0.64637 1.55843 -0.320 0.004 -0.148 0.69
H 2.30624 -1.56613 0.23760 -0.674 -1.536 -0.326 0.03
H 3.03285 -0.53309 1.56997 -0.994 -0.335 -2.283 0.11
H 3.26738 -0.13665 -0.22468 -1.617 -0.345 1.089 0.09
H -1.27465 -0.35688 -1.93971 -1.118 0.117 0.738 0.10
H -3.10318 -0.19081 -1.54909 0.442 0.383 0.135 0.09
H -2.05033 -1.21637 -0.51732 -0.218 0.059 -1.389 0.08
H -1.32884 1.67404 -0.43997 -0.493 -1.701 0.810 0.08


11
Properties=species:S:1:pos:R:3:forces:R:3:lowdin_charge:R:1 method="wB97M-V/def2-TZVPD" homo_ha=-0.3202 gap_ev=8.58 e_lumo_ev=-0.13 e_above_lowest_ev=3.882
C -1.00226 0.27667 0.15741 -2.091 3.565 -1.669 -0.29
C 1.07929 -0.20942 -0.11653 1.042 -2.986 1.015 -0.46
H -2.40121 -1.51605 0.13153 -1.803 2.602 -1.153 0.15
H 2.86528 -0.59295 -0.66324 -1.061 -1.198 1.995 0.17
H 1.69060 1.28422 0.71264 -1.006 0.908 -2.246 0.20
N -2.35478 0.49092 0.05180 6.312 -1.431 0.443 0.03
N -0.05081 -0.73452 0.09691 -1.837 -0.991 0.018 0.19
N 1.16397 1.16073 -0.25815 -0.426 0.165 3.444 0.11
O -2.99493 -0.69624 -0.20004 0.819 -3.451 1.320 -0.13
O 2.24541 -0.97896 0.06884 -0.371 2.949 -3.158 0.06
O -0.24056 1.51561 0.01884 0.422 -0.132 -0.008 -0.05